{"formula": "C3H10NS", "method": "ωB97M-V/def2-TZVPD", "mol_weight_g_mol": 92.19, "relative_energy_kcal_mol": 102.0, "charge": 2, "multiplicity": 2, "lumo_energy_ha": [-0.398, -0.488], "total_energy_ha": -572.35365, "s_squared": 0.7540, "homo_lumo_gap_ev": [10.389, 8.060], "elements": ["C", "N", "H", "H", "H", "H", "C", "C", "S", "H", "H", "H", "H", "H", "H"], "coordinates": [[-0.1886, 2.2271, -1.7809], [-0.9234, 1.3039, -1.2452], [0.0782, 3.1535, -1.2316], [0.4576, 1.7984, -2.4110], [-0.6139, 0.3357, -0.7731], [-1.8698, 1.5843, -0.8478], [0.4324, 0.3617, 1.8138], [1.1112, -0.6339, 0.8601], [-0.2392, -1.5958, 0.0065], [1.2202, 0.7596, 2.4947], [0.0327, 1.2597, 1.2376], [-0.2242, -0.2074, 2.4210], [1.9700, -1.2955, 1.2760], [1.3957, -0.0961, -0.0989], [-0.2852, -2.6160, 1.1874]]}